Density functional theory data (ωB97M-V with the def2-TZVPD basis set) for the molecule C6H4FN3 at a distorted geometry.

Element x y z (Å)
F (-0.80950, 1.06179, -3.27856)
N (-1.55749, 1.34203, 0.31982)
N (0.23928, -0.24098, 0.58119)
N (1.64089, -1.32753, -0.77342)
C (-0.76356, 0.61815, 0.98743)
C (-1.64890, 1.50532, -1.04267)
C (-0.88606, 0.98994, -1.98132)
C (1.02879, -1.05999, 1.37991)
C (0.69268, -0.47988, -0.68027)
C (1.87204, -1.71108, 0.53425)
H (0.91834, -1.09175, 2.44377)
H (-0.87861, 0.66191, 2.06707)
H (2.62636, -2.44008, 0.75126)
H (-2.47426, 2.17214, -1.30847)

Summary:
E_tot: -494.9767 hartree
Net charge: 0
HOMO-LUMO gap (alpha / beta): 8.5 / 8.6 eV
Energy above the lowest of the compared OMol25 structures with the same formula, charge and spin: 0.209 eV